# C2H10NO3

3 unconnected molecules or ions with the total composition C2H10NO3 (ωB97M-V with the def2-TZVPD basis set, OMol25).

Output
Strongest force on any atom (eV/Å): 3.4
HOMO-LUMO gap (eV): 8.04
LUMO (eV): 4.2
Highest occupied orbital energy (eV): -3.9
Charge: -1

Cartesian coordinates (Å):
C (0.253745, -0.238836, 0.914285)
O (-0.608754, 0.366364, 0.037374)
C (1.296878, -1.184633, 0.218230)
N (0.652658, -2.065055, -0.743039)
H (-0.171293, -0.815615, 1.742924)
H (1.032187, 0.377061, 1.405165)
H (1.965935, -1.779318, 0.967288)
H (1.990748, -0.544082, -0.341410)
H (0.379071, -1.693297, -1.631858)
H (-0.355940, -2.330986, -0.440783)
H (0.220940, 1.667860, -0.243282)
H (1.649955, 1.921266, -0.540170)
O (0.879568, 2.465026, -0.233028)
H (-3.637631, 1.669776, -0.816710)
H (-2.289309, 1.053048, -0.193512)
O (-3.258751, 1.131415, -0.101468)

Forces on atoms 1 to 2 (eV/Å):
C 1.6 -0.4 -0.4
O 0.7 -0.1 0.4


# C5H10O2

A single C5H10O2 molecule (ωB97M-V with the def2-TZVPD basis set, OMol25).

Output
Strongest force on any atom (eV/Å): 0.4
HOMO-LUMO gap (eV): 7.96
LUMO (eV): 1.0
Highest occupied orbital energy (eV): -7.0
Charge: 0

Cartesian coordinates (Å):
C (2.331697, 0.385968, -0.716048)
C (1.124671, -0.325195, -0.179237)
C (0.641762, 0.003077, 1.191812)
O (-0.596318, -0.897983, 1.079770)
C (-1.120148, -0.471461, -0.365648)
C (-2.389577, 0.321589, -0.226122)
O (-0.089635, 0.218136, -0.883243)
H (2.524080, 0.088485, -1.752366)
H (3.211668, 0.098281, -0.128625)
H (2.252348, 1.486254, -0.695670)
H (0.033226, -1.616580, 0.667456)
H (0.218325, 0.993573, 1.413509)
H (1.231741, -0.387164, 2.022581)
H (-1.265842, -1.471024, -0.802570)
H (-2.204201, 1.241754, 0.333133)
H (-2.734733, 0.594507, -1.228953)
H (-3.169063, -0.262218, 0.270225)

Forces on atoms 1 to 2 (eV/Å):
C 0.1 0.0 -0.1
C 0.1 0.4 0.0


# C4H10FN2O2

2 unconnected molecules or ions with the total composition C4H10FN2O2 (ωB97M-V with the def2-TZVPD basis set, OMol25).

Output
Strongest force on any atom (eV/Å): 3.1
HOMO-LUMO gap (eV): 7.33
LUMO (eV): 3.4
Highest occupied orbital energy (eV): -3.9
Charge: -1

Cartesian coordinates (Å):
C (0.695393, 0.120665, -0.295776)
H (-0.033430, 2.066464, 0.144454)
F (-1.422843, -2.731628, -0.955449)
C (-0.381961, 0.996031, 0.358166)
C (0.485428, 0.038226, -1.806419)
H (1.225596, -0.637424, -2.262911)
H (-0.533567, -0.320403, -2.018872)
H (0.603902, 1.029662, -2.272441)
C (0.899234, -1.242612, 0.356940)
H (1.037371, -2.005715, -0.425208)
H (1.815910, -1.228429, 0.967248)
H (0.056132, -1.499976, 1.014849)
N (-0.088914, 0.986618, 1.937303)
O (-0.999348, 0.807856, 2.714535)
O (1.063842, 1.210882, 2.283062)
N (-1.673004, 0.668386, 0.046129)
H (-2.498164, 1.288319, 0.379276)
H (-1.878447, -0.314089, -0.042703)
H (1.626869, 0.767169, -0.122183)

Forces on atoms 1 to 2 (eV/Å):
C 1.7 1.2 0.2
H -1.1 -1.1 0.2


# C22H29NO6

A single C22H29NO6 molecule (ωB97M-V with the def2-TZVPD basis set, OMol25).

Output
Strongest force on any atom (eV/Å): 0.7
HOMO-LUMO gap (eV): 8.68
LUMO (eV): 0.8
SMILES: COc1ccc(CCNC(=O)CCc2cc(OC)c(OC)c(OC)c2)cc1OC
Highest occupied orbital energy (eV): -7.9
Charge: 0

Cartesian coordinates (Å):
C (-6.104446, -1.073489, -0.021122)
O (-4.748931, -1.419972, -0.152341)
C (-3.807747, -0.628102, 0.460869)
C (-4.131111, 0.418769, 1.315468)
C (-3.154826, 1.175598, 1.934836)
C (-1.814666, 0.899382, 1.724000)
C (-0.737770, 1.761286, 2.313408)
C (-0.537908, 3.010983, 1.439362)
N (-0.049338, 2.699984, 0.118660)
C (-0.860219, 2.635892, -0.960235)
O (-2.050747, 2.869621, -0.913123)
C (-0.138122, 2.337931, -2.268625)
C (0.273515, 0.869627, -2.431659)
C (1.351123, 0.384386, -1.499346)
C (2.444945, 1.157102, -1.161293)
C (3.435611, 0.690062, -0.291595)
O (4.415547, 1.607108, -0.058851)
C (5.570288, 1.283963, 0.683274)
C (3.327741, -0.591034, 0.256528)
O (4.259300, -1.045400, 1.173781)
C (4.967739, -2.216747, 0.820777)
C (2.217432, -1.384666, -0.099675)
O (2.148706, -2.614836, 0.484290)
C (1.052413, -3.447908, 0.180693)
C (1.258983, -0.900082, -0.975787)
C (-1.486061, -0.140693, 0.872926)
C (-2.450586, -0.903168, 0.227375)
O (-1.949316, -1.899777, -0.575909)
C (-2.716480, -2.383145, -1.657226)
H (-6.447271, -1.166184, 1.014793)
H (-6.297677, -0.058095, -0.380914)
H (-6.647637, -1.785468, -0.641676)
H (-5.165400, 0.654965, 1.506296)
H (-3.446921, 1.987655, 2.583341)
H (-1.016222, 2.085739, 3.317280)
H (0.201928, 1.208194, 2.370881)
H (-1.496940, 3.517163, 1.306265)
H (0.170740, 3.691649, 1.921674)
H (0.897375, 2.357655, 0.037212)
H (0.732014, 2.989918, -2.351354)
H (-0.831674, 2.590556, -3.072498)
H (-0.610832, 0.243333, -2.301359)
H (0.624602, 0.733082, -3.460161)
H (2.595399, 2.142760, -1.573175)
H (6.164217, 2.198232, 0.690848)
H (6.145772, 0.486162, 0.206563)
H (5.326766, 0.992808, 1.706320)
H (4.316806, -3.092149, 0.795562)
H (5.457507, -2.102894, -0.153450)
H (5.723773, -2.345497, 1.593995)
H (0.098346, -2.974109, 0.424926)
H (1.185893, -4.335964, 0.796873)
H (1.054416, -3.736615, -0.875327)
H (0.412123, -1.509940, -1.241546)
H (-0.450164, -0.372525, 0.681729)
H (-3.140016, -1.563911, -2.243035)
H (-2.020128, -2.950050, -2.277071)
H (-3.521851, -3.039172, -1.322449)

Forces on atoms 1 to 2 (eV/Å):
C -0.2 0.0 0.0
O 0.5 0.0 0.1